(1)
The following is a quantum chemistry calculation of a molecular structure, C2H6S, from the OMol25 dataset.

The geometry in XYZ format:
```
9
Properties=species:S:1:pos:R:3:forces:R:3
C -0.649 1.091 -0.974 1.00 -4.15 0.92
S 0.115 -0.734 -0.253 -1.59 2.51 2.10
C 0.276 0.141 1.398 0.81 -2.22 1.47
H -0.545 2.097 -1.236 0.81 2.24 1.77
H -0.596 0.700 -1.919 -0.08 -1.21 -2.74
H 0.563 0.691 -0.568 -0.42 2.37 -2.27
H 1.194 0.747 1.439 -0.23 -0.40 -0.18
H -0.562 0.794 1.610 -0.30 -0.31 -0.33
H 0.336 -0.685 2.175 0.01 1.17 -0.74
```
Forces are in eV/Å.

Its LUMO energy is -0.5 eV. The HOMO energy comes out at -0.2764 Eh. The energy above the lowest of the compared OMol25 structures with the same formula, charge and spin is 136.7 kcal per mole. The calculation puts the HOMO-LUMO gap at 7.03 eV.

These are the Mulliken partial charges, in e, on atoms 1 to 2:
1 C -1.13
2 S 0.00



(2)
The following is a quantum chemistry calculation of a molecular structure, CH3O3, from the OMol25 dataset.

The geometry in XYZ format:
```
7
Properties=species:S:1:pos:R:3:forces:R:3
C -0.160 -0.180 0.002 -0.24 -1.29 -0.73
O -0.412 -2.819 -2.634 -0.01 -0.20 0.74
O -0.304 -1.789 -0.767 0.13 0.68 1.74
O -0.351 -1.775 -2.063 0.05 1.36 -1.12
H -1.071 -0.150 0.598 0.00 -0.25 -0.29
H -0.106 0.514 -0.829 0.02 -0.12 -0.08
H 0.745 -0.335 0.580 0.04 -0.19 -0.25
```
Forces are in eV/Å.

Its LUMO energy (alpha / beta) is -9.3 / -9.2 eV. The HOMO energy (alpha / beta) comes out at -0.7039 / -0.7034 Eh. The energy above the lowest of the compared OMol25 structures with the same formula, charge and spin is 114.9 kcal per mole. As for the charge: +1. The calculation puts the HOMO-LUMO gap (alpha / beta) at 9.90 / 9.92 eV.

These are the Mulliken partial charges, in e, on atoms 1 to 2:
1 C -0.25
2 O -0.04



(3)
The following is a quantum chemistry calculation of a molecular structure, C28H55FMgO3SbSi, from the OMol25 dataset.

The geometry in XYZ format:
```
90
Properties=species:S:1:pos:R:3:forces:R:3
C 1.703 -1.768 4.121 0.69 0.24 1.03
O 0.811 -0.687 3.685 0.22 -2.08 -0.93
C 0.330 -1.107 2.384 0.37 0.90 -1.10
C 0.200 0.112 1.323 -0.87 -1.22 0.09
C 0.087 -0.585 -0.135 0.36 0.64 -0.23
C 1.008 0.149 -1.225 -2.86 1.08 -0.23
Sb 3.187 -0.167 -0.970 -1.75 0.23 -0.62
C 3.609 -0.038 -3.155 0.43 0.41 -2.31
C 3.198 1.386 -3.784 -0.18 -0.12 0.93
F 3.992 1.761 -4.928 -1.18 -0.75 1.49
C 3.071 -2.357 -1.160 0.18 -2.01 -0.18
C 1.947 -2.944 -2.133 1.30 -1.02 -0.36
O 1.195 -3.931 -1.361 -0.68 1.14 -1.43
C 0.007 -4.365 -2.064 -1.17 -0.83 1.05
C -1.267 -4.003 -1.112 0.84 -1.74 0.58
O -2.340 -3.336 -1.831 -0.25 2.44 2.19
C -2.923 -2.285 -1.092 -1.71 3.23 1.22
C -3.408 -1.001 -1.877 -0.84 0.15 3.52
C -4.052 0.194 -1.102 0.88 -2.35 1.03
C -4.228 0.266 0.441 2.05 -2.75 -0.69
C -4.879 1.495 1.245 -1.57 -0.42 0.08
C -4.730 1.334 2.863 1.33 -0.60 -1.10
C -6.496 1.322 1.000 1.39 -0.48 -0.23
C -4.524 2.947 0.693 0.04 -0.08 -0.03
C -3.005 3.406 0.674 1.39 1.47 -0.46
C -2.081 2.758 -0.476 -1.01 0.46 -0.42
C -2.196 3.290 2.056 -0.46 0.83 0.30
C -3.033 5.006 0.330 -0.76 -0.58 0.32
C -3.756 -1.020 1.229 1.02 0.56 -4.17
C -3.144 -2.252 0.436 0.04 1.24 -1.71
Si 5.671 -0.192 -0.367 3.23 0.67 1.76
C 5.868 0.629 1.387 -1.04 -0.11 0.50
C 6.595 0.970 -1.581 -0.48 0.86 -0.22
C 6.407 -1.945 -0.207 -0.10 -1.00 -1.60
H 1.817 -1.748 5.268 -0.21 0.26 -1.84
H 2.738 -1.578 3.636 -1.58 -0.58 0.73
H 1.303 -2.809 3.864 0.50 1.48 0.17
H 1.111 -1.826 1.934 -1.32 0.88 0.57
H -0.704 -1.616 2.466 1.58 0.55 -0.09
H 1.082 0.833 1.349 -1.20 -0.99 0.22
H -0.796 0.647 1.550 1.79 -0.61 -0.41
H -1.002 -0.485 -0.513 1.64 -0.35 0.54
H 0.385 -1.685 -0.075 -0.54 1.38 -0.10
H 0.789 1.282 -1.120 0.76 -1.72 -0.14
H 0.719 -0.095 -2.320 0.70 0.05 1.77
H 3.343 1.606 -0.938 0.25 -0.06 0.24
H 2.889 -0.207 0.781 0.26 -0.12 -0.09
H 3.044 -0.876 -3.704 0.72 1.15 0.90
H 4.729 -0.267 -3.313 -1.67 0.58 0.17
H 3.316 2.244 -3.016 0.07 -1.36 -1.10
H 2.071 1.379 -4.044 1.90 -0.04 -0.05
H 2.920 -2.786 -0.096 0.19 0.65 -1.71
H 4.083 -2.744 -1.567 -1.55 0.74 0.85
H 1.297 -2.181 -2.673 0.54 -0.84 1.05
H 2.475 -3.555 -2.966 -0.74 1.16 1.10
H -0.113 -3.892 -3.094 0.18 -0.71 1.33
H 0.040 -5.520 -2.095 0.06 1.91 -0.40
H -1.726 -4.969 -0.669 0.82 1.41 -0.79
H -0.834 -3.424 -0.231 -0.82 -0.35 -1.32
H -3.305 -0.941 -3.016 -0.18 -0.16 1.97
H -4.413 1.099 -1.715 0.72 -1.68 1.04
H -4.916 2.328 3.394 -0.01 -1.57 -0.77
H -5.434 0.494 3.183 0.75 1.32 -0.13
H -3.655 0.979 3.108 -1.70 0.77 -0.21
H -6.736 1.664 -0.062 0.01 -0.40 1.53
H -6.675 0.178 1.056 -0.31 1.82 0.09
H -7.050 1.887 1.819 0.52 -0.82 -1.31
H -5.114 3.712 1.332 0.89 -1.33 -0.88
H -4.986 3.035 -0.367 0.94 -0.08 1.55
H -1.658 1.743 -0.176 -0.50 1.38 -0.49
H -1.256 3.514 -0.761 -1.13 -1.39 0.61
H -2.749 2.637 -1.412 1.24 0.09 1.29
H -1.545 2.355 2.139 -1.23 1.22 0.04
H -1.489 4.198 2.129 -0.97 -1.51 -0.14
H -2.930 3.412 2.939 1.33 -0.42 -1.24
H -1.989 5.457 0.451 -1.52 -0.62 -0.25
H -3.420 5.173 -0.736 0.59 -0.17 1.47
H -3.773 5.514 1.061 1.31 -0.61 -1.17
H -3.846 -1.144 2.360 0.55 0.53 -1.58
H -2.829 -3.197 1.018 -0.57 1.79 -0.85
H 4.926 1.244 1.584 1.32 -0.56 -0.09
H 6.782 1.310 1.449 -1.21 -1.01 -0.10
H 5.890 -0.186 2.207 0.13 1.33 -1.32
H 5.922 1.904 -1.707 1.06 -1.44 0.01
H 6.813 0.523 -2.606 -0.09 0.72 1.42
H 7.530 1.350 -1.029 -1.20 -0.80 -0.97
H 5.758 -2.689 0.370 1.11 1.14 -0.55
H 7.480 -1.857 0.180 -1.55 -0.10 -0.23
H 6.498 -2.369 -1.283 -0.07 0.50 1.68
Mg -5.635 -2.094 1.365 -1.38 -0.85 -0.16
```
Forces are in eV/Å.

Its LUMO energy is -6.4 eV. The HOMO energy comes out at -0.2927 Eh. As for the charge: +1. The calculation puts the HOMO-LUMO gap at 1.60 eV.

These are the Mulliken partial charges, in e, on atoms 1 to 2:
1 C -0.48
2 O -0.39



(4)
The following is a quantum chemistry calculation of a single C4H7NO molecule, from the OMol25 dataset.

The geometry in XYZ format:
```
13
Properties=species:S:1:pos:R:3:forces:R:3
C -0.810 0.565 -1.518 -0.27 -0.06 0.13
C -0.700 -0.606 -0.568 0.53 0.16 -0.15
O -0.781 -1.746 -0.964 -0.30 0.58 0.06
N -0.367 -0.425 0.802 -0.61 -0.12 -0.10
C 0.467 0.543 1.518 -0.01 -0.24 -0.24
C 1.044 -0.686 0.903 0.44 -0.32 -0.26
H -0.358 0.269 -2.473 -0.22 0.12 0.25
H -1.886 0.687 -1.654 0.03 0.27 -0.25
H -0.384 1.511 -1.163 -0.09 -0.32 0.06
H 0.321 0.504 2.601 -0.27 0.28 -0.45
H 0.718 1.520 1.085 -0.05 -0.46 0.13
H 1.230 -1.655 1.352 0.66 0.42 0.49
H 1.578 -0.477 -0.031 0.16 -0.31 0.33
```
Forces are in eV/Å.

Its LUMO energy is 1.0 eV. The HOMO energy comes out at -0.3556 Eh. The energy above the lowest of the compared OMol25 structures with the same formula, charge and spin is 55.0 kcal per mole. The calculation puts the HOMO-LUMO gap at 10.66 eV. The structure (SMILES) is CC(=O)N1CC1.

These are the Mulliken partial charges, in e, on atoms 1 to 2:
1 C -0.83
2 C 0.54



| no. | E_tot (Ha) |
| --- | --- |
| 1 | -477.75837 |
| 2 | -264.99438 |
| 3 | -2154.42405 |
| 4 | -286.54396 |